1.
107
Properties=species:S:1:pos:R:3:forces:R:3:lowdin_charge:R:1 method="wB97M-V/def2-TZVPD" homo_ha="-0.2108 / -0.2120" orbital_gap_ev="4.82 / 4.76" fmax_ev_per_a=3.43 multiplicity=4 lumo_ha="-0.03378 / -0.03725" de_lowest_kcal_mol=36.3
V -0.2262 -0.1437 0.3188 -0.655 0.775 0.505 0.814
C -3.4975 1.6253 2.6914 1.297 -0.118 -0.880 -0.071
C -2.3295 0.8913 2.3515 -1.456 0.294 0.652 -0.068
N -1.6117 1.1777 1.2798 -0.476 1.194 -0.536 0.056
C -1.9613 2.2852 0.5454 -0.308 -0.290 0.655 -0.143
C -3.1497 2.9488 0.8408 0.850 -0.386 0.871 -0.048
N -3.8674 2.6252 1.9173 -0.867 0.289 0.042 0.089
C -1.0759 2.6660 -0.5893 0.323 -1.552 0.671 -0.174
C -1.4194 3.6436 -1.4845 0.816 -0.263 -1.253 0.058
C -0.7644 3.7020 -2.7441 -0.464 0.894 0.404 -0.111
C 0.2232 2.7836 -2.9346 1.565 -1.403 0.366 0.042
C 0.6036 1.8868 -1.9192 -0.913 -0.064 -0.248 -0.210
N -0.0149 1.8120 -0.7470 -0.923 0.384 -0.688 0.124
C 1.6741 0.9011 -2.1713 1.927 0.012 -0.641 -0.233
C 1.7375 0.0121 -3.2574 -0.575 -0.155 0.060 -0.054
N 2.7587 -0.8716 -3.4582 -1.257 1.661 0.143 0.114
C 3.7570 -0.6978 -2.6308 1.323 -0.425 1.394 -0.130
C 3.7841 0.2561 -1.5870 -1.207 0.717 -0.323 -0.097
N 2.7406 1.0612 -1.3571 0.347 -0.896 -0.294 0.153
C -1.0862 4.7301 -3.8016 0.372 -1.734 0.224 -0.167
C -1.0833 4.3894 -5.1636 0.321 1.806 1.416 0.002
C -1.3755 5.4145 -6.0407 -0.233 -0.706 -1.300 -0.165
N -1.7559 6.6401 -5.7446 0.163 0.869 2.371 0.067
C -1.7195 6.9497 -4.4090 0.603 -0.820 -1.157 -0.092
C -1.3328 6.0228 -3.4252 -1.223 1.324 -0.184 -0.023
H -4.1070 1.3711 3.5599 0.207 0.100 -0.236 0.118
H -2.1128 0.0314 2.9811 0.469 0.056 -0.389 0.117
H -3.4958 3.8016 0.2806 -0.094 0.009 -0.174 0.111
H -2.2457 4.2643 -1.2635 -0.660 0.602 -0.015 0.103
H 0.8930 2.6551 -3.7742 -0.482 0.645 -0.579 0.131
H 0.8983 -0.0016 -3.9756 0.490 -0.241 0.422 0.124
H 4.6084 -1.3866 -2.6795 -0.334 0.197 -0.265 0.116
H 4.6206 0.4211 -0.9096 0.052 -0.376 -0.354 0.113
H -0.6784 3.4842 -5.5145 -0.025 -1.167 -0.332 0.099
H -1.3281 5.2070 -7.1061 -0.023 -0.054 -0.020 0.109
H -1.9136 7.9842 -4.1648 -0.209 0.006 0.086 0.102
H -1.3436 6.3015 -2.3695 0.147 0.020 -0.348 0.119
O -7.1041 -2.0140 -1.0601 -0.190 0.240 0.958 0.061
N -6.7846 -1.9394 0.1240 0.442 -0.596 -0.157 -0.326
O -7.5609 -2.0325 1.0791 0.711 0.211 -0.993 0.049
C -5.3244 -1.8103 0.3802 0.313 0.861 -1.384 -0.045
C -4.8664 -2.3446 1.5258 -1.375 0.211 -0.347 0.012
C -3.5567 -2.3221 1.9702 1.577 0.498 -0.938 -0.188
C -3.0622 -3.0194 3.0713 -0.642 -0.180 -1.134 -0.025
C -1.6955 -3.0790 3.2731 1.004 -0.652 1.052 -0.075
C -0.8380 -2.3489 2.4003 -0.926 -0.447 -0.028 -0.108
N -1.2829 -1.6853 1.3393 0.395 -0.278 0.358 0.009
C -2.6446 -1.6969 1.0287 0.166 -0.769 1.044 -0.204
C -3.0693 -1.2153 -0.1762 0.517 0.420 -0.900 -0.159
N -2.0239 -0.8269 -1.1109 0.962 0.263 -0.305 -0.140
C -2.4655 0.1896 -2.0465 -0.332 -0.194 -0.394 -0.130
C -3.7757 0.3322 -2.3605 0.904 -0.015 -0.223 -0.060
C -4.8033 -0.4570 -1.7102 1.020 1.263 -1.144 -0.079
C -4.4381 -1.1363 -0.6199 -0.855 -1.390 2.508 -0.130
H -5.6590 -2.7956 2.0398 -0.734 -0.794 1.380 0.111
H -3.8654 -3.6076 3.5273 0.793 0.083 0.705 0.127
H -1.2498 -3.7355 4.0752 -0.540 0.990 -0.986 0.111
H 0.2517 -2.3640 2.5543 -0.527 0.134 -0.060 0.122
H -1.6346 0.5822 -2.6544 -0.600 0.210 0.436 0.107
H -4.0490 1.0347 -3.1610 0.118 -0.327 0.414 0.108
H -5.7528 -0.4416 -2.1650 -1.034 -0.113 0.068 0.084
C 6.2929 -2.4419 3.1312 3.366 0.335 0.572 -0.041
C 5.8818 -1.1276 3.7355 -1.083 -0.294 0.252 -0.346
C 6.9317 -0.1004 3.9434 1.998 -0.716 -0.272 -0.183
C 6.4612 1.0910 4.7342 1.051 -0.378 0.957 -0.123
C 5.1376 1.5584 4.1954 0.428 -0.182 0.240 -0.148
C 4.6436 2.7855 4.5222 0.996 1.503 0.611 0.030
C 3.4110 3.2047 4.1338 -2.041 0.061 -0.179 -0.247
F 2.9510 4.4308 4.5185 0.466 -0.617 -0.268 0.055
C 2.5721 2.3666 3.4330 -1.515 0.402 -0.766 0.077
C 3.0386 1.1200 3.0204 0.527 0.533 -0.605 -0.036
C 2.2548 0.3319 2.0256 0.888 -0.818 0.718 -0.274
O 1.0586 0.6203 1.8614 -0.316 -0.113 -0.508 -0.049
C 2.9605 -0.7718 1.4100 -0.691 1.111 0.217 -0.016
C 4.1887 -1.1365 1.9505 -1.867 -0.771 -0.618 0.024
N 4.7776 -0.5413 2.9843 -0.010 1.398 -0.441 0.020
C 4.3406 0.7529 3.3909 -0.515 -1.887 -0.365 -0.061
C 2.3660 -1.6081 0.2449 0.649 0.506 0.804 -0.627
O 3.0738 -2.5320 -0.0866 0.890 -1.340 -0.539 0.039
O 1.2693 -1.3020 -0.3198 0.104 0.117 0.238 -0.132
H 7.2694 -2.8300 3.5947 -1.503 0.618 -0.130 0.119
H 6.6046 -2.3537 2.0936 -0.493 -0.022 -0.268 0.092
H 5.5436 -3.1497 3.3136 -0.996 -1.235 -0.212 0.072
H 5.4239 -1.3340 4.7082 0.182 -0.181 0.266 0.164
H 7.3093 0.2261 2.9803 0.220 -0.055 -0.369 0.132
H 7.7451 -0.6738 4.4546 -0.292 0.896 -0.251 0.137
H 7.3054 1.8905 4.7586 -1.761 -1.205 0.172 0.159
H 6.3088 0.6071 5.7470 0.087 1.309 -0.557 0.143
H 5.2479 3.5251 5.0404 0.091 -0.290 0.201 0.141
H 1.5336 2.6390 3.0920 1.303 -0.064 0.553 0.154
H 4.5497 -2.0847 1.5436 0.228 0.431 0.283 0.134
C -0.7915 -4.4432 -3.1068 -0.463 -1.461 0.753 -0.178
Si -2.2098 -3.6638 -2.1543 0.583 0.772 -0.503 0.559
C -3.7747 -3.4661 -3.2175 1.620 0.630 0.327 -0.138
C -2.5548 -4.7657 -0.7056 1.944 1.280 0.435 -0.144
C -1.3624 -1.9471 -1.9383 -1.199 -0.445 2.453 -0.162
H -1.1199 -5.3316 -3.6734 0.192 0.154 0.266 0.038
H -0.0081 -4.7449 -2.3831 -0.413 0.003 -0.289 0.048
H -0.3140 -3.8030 -3.7914 0.510 1.022 -0.983 0.005
H -4.0987 -4.4603 -3.2552 -0.651 -1.773 -0.605 -0.001
H -3.5528 -3.0856 -4.2292 -0.292 -0.054 0.487 0.049
H -4.5671 -2.9566 -2.7079 -0.331 0.743 0.082 0.008
H -3.0471 -5.6096 -1.0588 -1.253 -1.574 -0.420 0.008
H -3.1040 -4.1978 0.0122 -0.710 0.007 0.686 0.006
H -1.6149 -5.1114 -0.2345 -0.345 0.287 -0.180 0.054
H -1.5727 -1.6589 -2.9235 0.541 0.578 -1.795 0.048
H -0.3081 -2.0280 -1.6561 -0.180 -0.047 -0.448 0.063



2.
145
Properties=species:S:1:pos:R:3:forces:R:3:lowdin_charge:R:1 method="wB97M-V/def2-TZVPD" homo_ha=-0.6774 orbital_gap_ev=10.67 fmax_ev_per_a=5.01 lumo_ha=-0.28536 total_charge=+4 de_lowest_kcal_mol=127.8
P 2.7004 12.2244 -16.0446 4.488 -1.665 -1.481 0.192
F 2.4348 10.6184 -15.9922 -0.050 0.185 0.349 -0.161
F 2.3872 12.2956 -14.5092 -0.957 0.548 1.734 -0.147
F 4.3357 12.0095 -15.6190 -1.127 -0.702 -0.491 -0.219
F 3.1620 13.8041 -16.0343 -1.571 0.020 -0.592 -0.183
F 3.0755 12.0057 -17.6213 -0.129 0.960 0.724 -0.160
F 1.1905 12.4824 -16.4344 -0.867 0.897 -0.023 -0.132
C 0.3569 8.0377 -17.2779 -1.282 -0.164 0.054 -0.087
C 0.4472 9.3191 -18.1119 -0.647 0.256 -1.239 -0.207
C -0.5846 9.3643 -19.3350 3.151 -0.908 -0.113 -0.082
N -0.3276 10.5353 -20.2872 -2.225 0.208 -0.663 -0.241
C -0.4814 11.9048 -19.5784 -0.225 -1.475 -1.361 0.054
C -1.3709 10.4513 -21.4946 0.293 -0.146 0.887 -0.066
C -0.7453 11.2685 -22.5916 0.878 0.906 -0.484 -0.141
C 0.7984 11.2747 -22.3604 -0.331 -0.738 0.723 -0.107
C 0.9444 10.4837 -21.0510 1.888 0.737 1.097 -0.133
H 0.7230 7.1870 -17.8527 0.383 0.145 0.008 0.089
H -0.6675 7.7316 -17.0658 -0.300 0.247 0.169 0.071
H 0.8646 8.0718 -16.3139 0.264 0.245 -0.251 0.067
H 1.4716 9.2324 -18.4743 -0.035 0.726 -0.508 0.111
H 0.3394 10.3032 -17.6559 0.197 -0.406 0.933 0.060
H -1.6259 9.2014 -19.0569 0.023 0.564 -0.165 0.137
H -0.2208 8.5649 -19.9804 -0.745 -0.537 0.091 0.126
H -0.5222 12.6562 -20.3671 0.176 0.056 0.205 0.108
H 0.3710 12.0488 -18.9145 -0.262 0.042 0.045 0.090
H -1.4611 11.8360 -19.1057 0.297 0.243 0.222 0.087
H -2.3306 10.8109 -21.1232 0.085 0.092 -0.051 0.130
H -1.5023 9.4115 -21.7938 0.324 -0.124 0.396 0.140
H -1.0860 12.2993 -22.4948 -0.119 -0.031 -0.338 0.111
H -0.9320 10.9294 -23.6106 -0.497 -0.108 0.269 0.133
H 1.1917 12.2913 -22.3567 -0.004 -0.139 0.287 0.120
H 1.4036 10.6946 -23.0572 -0.428 0.283 -0.475 0.124
H 1.6907 10.8663 -20.3547 0.238 0.306 -0.194 0.129
H 1.3288 9.4847 -21.2566 -0.896 -0.355 0.097 0.146
C -0.8717 10.3983 -14.0204 -0.747 0.931 0.794 -0.105
C -0.4837 9.4272 -12.9276 3.657 -0.471 -0.401 -0.158
C 1.1361 9.5533 -12.9097 1.362 0.011 1.703 -0.058
N 1.8524 9.7727 -11.5019 -2.375 -0.017 3.135 -0.204
C 1.5748 8.5184 -10.5581 -0.071 1.614 -0.745 0.059
C 1.1861 11.0778 -10.9024 -0.591 -0.529 -0.705 -0.111
C 2.2616 12.0165 -10.4962 0.831 0.291 0.077 -0.175
C 3.4455 11.7241 -11.4113 0.452 -2.304 1.129 -0.121
C 3.3618 10.1375 -11.3909 -0.802 0.995 -3.287 -0.045
H -0.3971 10.2287 -14.9868 -0.457 -0.939 -0.132 0.083
H -0.4980 11.4120 -13.8766 -0.136 0.114 0.771 0.039
H -1.9610 10.4206 -13.9865 -0.124 0.191 -0.901 0.071
H -0.7275 8.4234 -13.2755 0.151 -0.105 0.104 0.114
H -0.8581 9.4652 -11.9046 -0.400 0.809 -0.274 0.107
H 1.5454 10.4675 -13.3395 -0.646 -0.226 -0.976 0.087
H 1.6601 8.6834 -13.3057 -0.218 0.045 -0.277 0.127
H 0.5264 8.4879 -10.2616 0.017 0.274 -0.163 0.092
H 2.1844 8.7011 -9.6732 -0.038 -0.490 -0.137 0.102
H 1.7745 7.5952 -11.1022 0.494 0.229 0.096 0.109
H 0.5796 10.8168 -10.0352 -0.343 -0.101 -0.473 0.135
H 0.6527 11.6098 -11.6902 -0.603 -0.800 -0.122 0.108
H 2.4042 11.7426 -9.4508 0.928 0.859 0.100 0.133
H 2.0249 13.0661 -10.6701 -0.545 -0.039 0.696 0.116
H 4.3912 11.9721 -10.9293 -0.005 0.169 -0.044 0.120
H 3.4361 12.2161 -12.3839 -0.387 -0.384 -0.047 0.088
H 3.8674 9.7699 -10.4979 -0.538 -0.420 -0.209 0.137
H 3.6346 9.6761 -12.3400 1.392 -0.029 0.343 0.130
C 1.2547 18.6633 -17.0379 0.502 1.398 -0.514 -0.106
C 1.3591 17.4854 -16.1191 -0.206 -0.622 0.281 -0.232
C 0.6923 17.7163 -14.7086 0.071 -1.557 -0.406 -0.040
N 0.6403 16.4331 -13.8020 0.095 -0.496 -1.386 -0.244
C 1.9797 16.1653 -13.2296 -0.105 -0.172 -0.123 0.002
C 0.1862 15.1400 -14.6298 -0.630 0.934 2.012 -0.036
C -0.2353 14.2165 -13.4734 1.209 -0.137 1.029 -0.166
C -0.8545 15.1556 -12.4423 -1.742 -0.763 0.259 -0.158
C -0.3718 16.5333 -12.6521 0.715 1.498 -1.811 -0.091
H 1.9304 19.4779 -16.7772 -0.612 0.478 0.915 0.088
H 0.2213 18.9768 -17.1861 0.185 0.322 0.018 0.090
H 1.7235 18.5289 -18.0126 -0.478 -1.022 -0.256 0.089
H 2.4134 17.2092 -16.1116 0.074 -0.101 0.742 0.110
H 0.8829 16.6773 -16.6744 -0.299 -0.311 0.462 0.101
H -0.3781 17.9100 -14.7778 0.185 0.584 -0.449 0.126
H 1.2044 18.4842 -14.1287 -0.144 0.009 -0.034 0.141
H 2.6342 15.9860 -14.0825 0.324 0.110 0.352 0.103
H 1.9206 15.2777 -12.5996 0.140 0.062 -0.097 0.096
H 2.2566 17.0106 -12.5996 0.243 -0.005 -0.262 0.120
H 0.9707 14.7708 -15.2904 -0.097 0.252 0.124 0.105
H -0.7278 15.4655 -15.1265 0.250 0.038 -0.478 0.130
H 0.6320 13.7537 -13.0025 0.202 -0.325 -0.466 0.084
H -0.9463 13.4190 -13.6890 0.233 0.244 -0.434 0.082
H -0.8536 14.9412 -11.3736 0.282 -0.771 -0.209 0.135
H -1.8970 15.1371 -12.7601 -0.332 0.274 0.561 0.115
H 0.1359 17.0630 -11.8460 -0.254 -0.199 0.082 0.147
H -1.2166 17.1087 -13.0306 0.359 0.518 0.172 0.136
C -1.8567 12.6755 -16.4652 0.876 -0.578 0.562 -0.111
C -3.2531 12.0930 -16.4473 0.312 0.663 1.833 -0.199
C -4.0191 12.9487 -15.3730 -2.071 -0.915 -2.250 -0.079
N -5.4749 12.3850 -15.2158 1.243 -1.471 1.133 -0.218
C -5.2960 10.9486 -14.5906 -0.412 0.995 -0.180 0.040
C -6.3093 12.3272 -16.5001 -1.974 -0.085 0.642 -0.074
C -7.4438 13.4074 -16.3170 1.256 -0.852 0.230 -0.111
C -7.7066 13.3921 -14.7825 -0.962 -0.958 -2.174 -0.135
C -6.3295 13.2178 -14.2565 1.369 2.179 0.518 -0.130
H -1.1639 12.0996 -17.0788 -0.285 0.560 -0.559 0.040
H -1.3499 12.5084 -15.5147 -0.390 0.203 0.326 0.031
H -1.8584 13.7537 -16.6250 0.208 -0.089 -0.531 0.093
H -3.1819 11.0661 -16.0888 -0.097 -0.097 -0.340 0.094
H -3.7033 12.1439 -17.4387 -0.225 -0.013 0.250 0.107
H -4.1663 13.9192 -15.8468 0.121 0.314 0.492 0.133
H -3.5845 13.0038 -14.3750 0.092 -0.096 -0.230 0.130
H -4.9692 10.2229 -15.3353 -0.679 0.156 -0.130 0.100
H -6.2380 10.7510 -14.0790 -0.007 -0.479 -0.486 0.113
H -4.5277 10.9155 -13.8181 0.071 0.699 -0.004 0.093
H -6.7658 11.3406 -16.4203 -0.003 -0.018 -0.432 0.130
H -5.8245 12.4333 -17.4705 0.584 -0.031 0.561 0.126
H -8.3332 13.1646 -16.8985 0.202 0.023 -0.052 0.131
H -6.9816 14.3187 -16.6967 -0.504 0.439 0.275 0.116
H -8.3486 12.5320 -14.5919 0.041 -0.160 0.195 0.127
H -8.3129 14.2558 -14.5095 0.673 0.166 0.500 0.140
H -6.2194 13.0008 -13.1940 0.105 -0.823 -0.232 0.146
H -5.8533 14.1929 -14.3586 0.015 0.290 0.148 0.127
C 5.4192 15.1740 -12.4267 0.227 1.060 0.811 -0.097
C 6.3638 15.3868 -13.6377 -0.483 -0.315 1.061 -0.214
C 6.7113 14.0818 -14.3509 0.590 1.493 -1.714 -0.081
N 7.5075 14.2694 -15.7302 0.153 0.504 0.421 -0.199
C 8.8731 15.0561 -15.4927 -0.155 -0.283 -1.723 -0.057
C 9.6758 15.1014 -16.8526 0.296 -0.497 1.544 -0.157
C 9.9934 13.6913 -17.3244 -0.267 -0.459 -0.449 -0.178
C 8.7170 12.8238 -17.4548 -0.567 0.722 0.227 -0.148
C 7.7617 12.8032 -16.2318 1.267 0.926 -0.365 -0.081
C 6.6240 15.0136 -16.7592 -0.630 -0.677 1.727 0.032
H 5.0971 16.1917 -12.2061 -0.267 0.151 0.122 0.071
H 5.9095 14.9282 -11.4847 0.177 -0.650 -0.221 0.083
H 4.4890 14.6146 -12.5260 0.278 -0.427 -0.501 0.048
H 7.2294 15.8977 -13.2160 0.151 -0.031 -0.290 0.117
H 5.7743 16.1339 -14.1693 0.512 -0.320 -1.024 0.101
H 5.7650 13.6137 -14.6220 0.330 -0.581 -0.032 0.102
H 7.4197 13.4653 -13.7975 -0.494 -0.072 0.260 0.134
H 9.3674 14.6093 -14.6301 0.225 -0.727 -0.473 0.132
H 8.8329 16.0999 -15.1814 -1.438 0.038 -0.032 0.123
H 10.5861 15.6567 -16.6264 0.240 -0.204 0.167 0.123
H 9.2424 15.7447 -17.6185 -0.678 -0.250 0.120 0.116
H 10.7692 13.2389 -16.7066 -0.235 -0.093 0.356 0.122
H 10.4417 13.6950 -18.3179 0.005 0.220 -0.062 0.121
H 8.9514 11.8110 -17.7826 -0.039 -0.028 0.253 0.126
H 8.1259 13.2690 -18.2551 0.063 -0.115 -0.327 0.102
H 8.2064 12.2129 -15.4306 -0.001 0.381 0.298 0.130
H 6.7884 12.3665 -16.4552 -0.044 0.233 -0.062 0.118
H 6.4096 15.9925 -16.3304 0.370 0.086 -0.313 0.096
H 5.6846 14.4646 -16.6938 -0.111 -0.053 -0.348 0.084
H 6.9419 15.0598 -17.8008 0.554 -0.137 0.499 0.104